No. 1
This record from the Open Molecules 2025 dataset describes H23O12 as an isolated structure at a distorted geometry. The level of theory is ωB97M-V with the def2-TZVPD basis set.

Last column: Löwdin charge in e.
Geometry (Å):
H 0.819 52.810 6.485  0.06
H 3.201 49.275 1.861  0.01
H -1.407 49.728 5.685  0.05
O 4.363 52.826 3.476  -0.10
O 0.297 54.342 2.877  -0.07
H -0.313 51.145 2.455  0.14
O 1.194 53.313 5.721  -0.10
O 3.822 49.694 1.215  -0.16
H 2.679 53.329 1.265  0.08
H 1.044 51.428 3.582  -0.30
O 1.979 51.689 3.755  -0.18
O 3.446 51.475 6.115  -0.16
H 0.671 48.228 1.872  0.10
H 1.671 52.634 5.154  -0.01
H 0.562 53.605 3.401  -0.03
O 5.172 50.162 3.443  -0.14
H 2.311 49.786 6.229  -0.09
O 1.820 52.875 1.413  -0.03
O 2.083 48.952 6.396  0.01
H 0.719 54.044 2.057  -0.01
H 4.775 51.025 3.634  -0.03
H 3.509 52.487 6.203  0.07
H 3.363 52.745 3.405  0.03
H 4.270 48.932 0.582  0.14
H 2.824 51.625 5.217  0.06
O 0.155 50.940 3.371  -0.18
H -0.773 50.689 4.731  -0.07
O 1.392 48.963 2.032  -0.16
H 1.895 50.743 3.876  0.08
H 1.046 49.624 2.753  0.03
H 1.773 52.330 2.142  -0.05
H 4.546 53.014 2.502  0.08
O -1.151 50.690 5.598  -0.10
H 1.513 49.046 7.133  0.02
H 4.994 49.837 2.497  0.01

Output
Net charge: -1
M, u: 215.172
DFT total energy, Ha: -916.59032
Relative energy (zero: lowest compared OMol25 entry of this formula, charge and spin), kJ/mol: 609.3
Maximum force, eV Å⁻¹: 10.5

No. 2
This record from the Open Molecules 2025 dataset describes a 12-piece molecular cluster, H23O12 overall at a distorted geometry. The level of theory is ωB97M-V with the def2-TZVPD basis set.

Last column: Löwdin charge in e.
Geometry (Å):
H 3.112 -1.355 3.473  0.04
H -0.613 -3.604 1.969  0.02
H -2.289 2.077 1.974  0.01
O -1.220 -0.301 0.669  -0.38
H -3.221 0.934 -0.886  0.00
H -1.589 -0.788 -0.867  0.01
O 0.975 -0.003 -1.143  -0.10
H -3.443 2.316 -1.115  0.04
O 2.579 -1.647 4.231  -0.07
H 0.250 0.321 -0.575  0.01
H 0.834 3.633 -2.487  0.03
O 0.020 -3.522 1.230  -0.09
H -0.311 -2.861 0.623  0.00
O 3.798 -1.686 -0.914  -0.07
O -0.790 1.922 -2.088  -0.07
H 2.366 -0.594 -3.026  0.04
H 1.809 -1.643 3.647  0.03
H -1.388 3.218 2.196  0.02
O -2.107 -2.097 2.394  -0.12
H 2.717 0.397 -1.975  0.03
H 4.129 -0.967 -1.448  -0.01
H 1.603 0.157 -0.402  0.08
O -1.795 2.504 2.679  -0.06
O -3.744 1.634 -0.485  -0.06
H -1.052 -1.032 -2.279  -0.01
O -1.916 -1.001 -1.863  -0.16
O 0.899 4.095 -1.637  -0.07
H -1.921 -1.569 1.564  -0.01
H -2.038 0.204 0.681  -0.07
H -1.404 1.346 -2.556  0.03
H 4.448 -2.387 -1.035  0.03
H 1.113 3.697 -0.804  0.02
O 3.102 -0.045 -2.763  -0.08
H -1.496 -1.814 3.068  0.01
H -0.034 1.339 -1.919  -0.01

Output
Net charge: -1
M, u: 215.172
DFT total energy, Ha: -916.69408
Relative energy (zero: lowest compared OMol25 entry of this formula, charge and spin), kJ/mol: 336.9
Maximum force, eV Å⁻¹: 2.5

No. 3
This record from the Open Molecules 2025 dataset describes H24K3O16P as an isolated structure at a distorted geometry. The level of theory is ωB97M-V with the def2-TZVPD basis set.

Last column: Löwdin charge in e.
Geometry (Å):
H 9.738 -21.471 12.201  -0.01
H 6.210 -22.040 11.655  -0.05
O 6.573 -19.377 11.743  -0.05
O 7.389 -24.864 7.018  -0.04
O 7.873 -24.079 11.087  -0.10
H 9.670 -21.935 5.975  0.02
O 5.795 -22.956 8.718  -0.06
H 7.634 -23.228 10.719  -0.05
H 9.931 -19.098 6.326  0.04
O 8.592 -20.021 8.804  -0.51
H 7.167 -21.917 6.052  0.00
H 7.299 -25.421 7.791  0.03
O 9.678 -22.806 6.373  -0.06
H 11.246 -22.341 9.333  -0.08
P 8.552 -21.414 9.513  0.20
O 6.130 -19.811 7.798  -0.05
H 8.237 -21.283 12.243  -0.03
O 5.556 -22.277 12.313  -0.05
O 8.998 -21.425 12.806  -0.06
H 6.909 -20.101 11.214  -0.06
H 11.006 -23.835 11.954  0.04
O 11.497 -23.207 11.424  -0.07
O 8.243 -22.510 8.475  -0.41
H 5.833 -21.258 6.333  0.00
H 6.721 -22.712 8.723  -0.08
H 7.042 -19.969 8.040  -0.05
O 10.046 -19.999 6.630  -0.08
H 5.507 -22.821 9.621  0.02
O 7.407 -21.519 10.647  -0.41
K 7.971 -17.305 8.778  0.94
H 10.828 -22.634 11.050  -0.08
H 7.495 -23.980 7.370  -0.03
H 9.152 -22.711 7.167  -0.07
K 9.908 -24.508 9.160  0.95
H 11.099 -22.306 7.827  -0.02
H 6.069 -22.538 13.078  0.03
K 11.340 -19.503 9.174  0.94
O 11.735 -22.474 8.521  -0.12
H 7.237 -24.224 11.788  0.04
H 5.858 -19.078 8.350  0.00
H 6.102 -18.823 11.121  0.00
H 9.388 -20.106 7.317  -0.05
O 6.354 -21.642 5.627  -0.05
O 9.912 -21.760 10.135  -0.45

Output
M, u: 428.444
DFT total energy, Ha: -3359.66963
Relative energy (zero: lowest compared OMol25 entry of this formula, charge and spin), kJ/mol: 281.4
Maximum force, eV Å⁻¹: 4.0

No. 4
This record from the Open Molecules 2025 dataset describes H24LiO16PZr as an isolated structure at a distorted geometry. The level of theory is ωB97M-V with the def2-TZVPD basis set.

Last column: Löwdin charge in e.
Geometry (Å):
H 11.275 -13.994 -18.484  -0.04
O 10.468 -12.536 -17.791  -0.45
H 11.935 -13.365 -13.350  0.06
H 9.710 -9.238 -16.102  -0.01
H 13.108 -10.397 -13.761  0.02
Li 13.923 -11.695 -17.496  0.87
H 8.825 -11.590 -19.658  0.11
H 10.388 -10.925 -12.443  0.07
O 10.937 -10.604 -13.168  -0.04
O 9.444 -8.804 -15.284  -0.02
Zr 8.510 -12.309 -16.919  2.08
H 8.595 -13.649 -14.180  0.12
O 11.593 -11.986 -20.141  -0.04
H 12.115 -15.055 -17.755  0.04
O 12.936 -8.496 -17.927  -0.03
O 9.658 -10.643 -17.296  -0.46
H 12.776 -9.262 -17.367  -0.03
H 11.069 -8.379 -18.710  0.01
O 13.650 -10.003 -14.460  -0.05
O 11.849 -14.762 -18.635  -0.05
O 11.125 -13.663 -13.781  -0.06
O 10.110 -8.491 -18.810  -0.05
H 13.196 -10.216 -15.284  -0.04
O 8.182 -13.647 -15.065  -0.09
O 7.603 -10.963 -15.422  -0.10
H 10.246 -8.368 -14.967  0.09
H 11.223 -12.274 -19.274  -0.04
H 8.746 -15.258 -16.903  0.12
H 10.586 -11.030 -13.964  -0.02
H 8.464 -14.902 -18.378  0.13
H 7.443 -14.274 -14.999  0.12
H 10.804 -12.897 -14.289  -0.05
H 6.717 -10.728 -15.097  0.14
H 13.519 -7.925 -17.410  0.08
O 8.142 -12.091 -19.176  -0.06
H 9.896 -9.324 -18.362  -0.05
P 10.932 -11.417 -16.799  0.30
H 7.321 -11.941 -19.677  0.14
O 12.329 -10.922 -16.784  -0.31
H 8.165 -10.153 -15.242  0.08
H 10.992 -11.312 -20.478  0.04
O 8.612 -14.505 -17.501  -0.08
O 10.102 -12.023 -15.585  -0.44

Output
Net charge: +2
M, u: 409.315
DFT total energy, Ha: -1613.88489
Relative energy (zero: lowest compared OMol25 entry of this formula, charge and spin), kJ/mol: 131.6
Maximum force, eV Å⁻¹: 3.7

> The lowest relative energy (zero: lowest compared OMol25 entry of this formula, charge and spin) belongs to which entry?

H24LiO16PZr

> Which of these has the lowest DFT total energy?

H24K3O16P